(1)
DFT (the ωB97M-V functional and the def2-TZVPD basis) results for one molecule with the formula C21H28N6O4 at a distorted geometry.

The geometry in ORCA input format:
```
! wB97M-V def2-TZVPD RIJCOSX def2/J DEFGRID3
* xyz 0 1
C -0.761 -0.552 -2.385
O 0.420 -0.165 -3.051
C 1.522 -1.027 -2.856
C 2.504 -0.531 -1.780
N 1.884 -0.350 -0.492
C 1.647 0.780 0.227
N 1.893 2.043 -0.204
C 1.539 2.495 -1.542
C 0.522 3.661 -1.458
N -0.335 3.508 -0.308
C -1.381 2.580 -0.378
C -2.292 2.677 -1.429
C -3.376 1.825 -1.536
C -3.589 0.842 -0.578
O -4.619 -0.058 -0.584
C -5.557 0.011 -1.626
C -2.692 0.744 0.483
C -1.611 1.593 0.584
C 0.422 3.695 0.912
C 1.841 3.092 0.795
N 1.232 0.520 1.466
C 1.171 -0.823 1.543
C 1.561 -1.409 0.352
C 1.582 -2.818 0.171
O 1.895 -3.442 -0.831
N 1.182 -3.490 1.335
C 1.186 -4.941 1.243
C 0.776 -2.936 2.538
O 0.439 -3.620 3.482
N 0.778 -1.559 2.615
C 0.347 -0.900 3.828
H -0.663 -0.500 -1.296
H -1.054 -1.568 -2.666
H -1.531 0.150 -2.698
H 1.189 -2.036 -2.595
H 2.062 -1.069 -3.807
H 2.965 0.410 -2.081
H 3.280 -1.295 -1.676
H 2.442 2.834 -2.066
H 1.087 1.675 -2.099
H -0.062 3.684 -2.377
H 1.042 4.619 -1.359
H -2.167 3.445 -2.178
H -4.051 1.947 -2.370
H -5.090 -0.161 -2.602
H -6.277 -0.781 -1.429
H -6.077 0.975 -1.638
H -2.859 -0.023 1.224
H -0.928 1.457 1.407
H -0.116 3.263 1.751
H 0.509 4.776 1.088
H 2.557 3.859 0.484
H 2.159 2.671 1.747
H 2.174 -5.278 0.932
H 0.933 -5.345 2.220
H 0.458 -5.264 0.499
H 0.225 -1.661 4.596
H -0.602 -0.389 3.658
H 1.096 -0.168 4.126
*
```

energy relative to the best compared isomer or geometry (same formula, charge and spin): 0.383 eV



(2)
DFT (the ωB97M-V functional and the def2-TZVPD basis) results for C21H29AuN2O4S as an isolated structure at a distorted geometry.

The geometry in ORCA input format:
```
! wB97M-V def2-TZVPD RIJCOSX def2/J DEFGRID3
* xyz -2 1
Au -1.171 -0.135 0.557
O -4.682 -0.528 2.191
S -3.297 -0.120 2.363
O -3.038 0.491 3.700
O -2.967 0.916 1.242
O -2.278 -1.246 2.046
C -0.036 2.192 2.865
C 0.889 1.027 3.342
C 0.185 -0.287 3.667
C 2.129 0.711 2.490
C 3.332 0.950 3.093
C 4.582 0.691 2.489
C 4.564 0.002 1.311
C 3.398 -0.409 0.653
C 3.527 -1.475 -0.464
C 2.260 -2.341 -0.592
C 4.047 -0.933 -1.806
C 2.138 0.153 1.140
N 1.014 0.382 0.265
C 1.269 0.690 -1.020
C 0.228 0.660 -1.891
C 0.088 0.891 -3.296
C -1.241 0.828 -3.621
C -1.942 0.378 -2.435
N -1.071 0.385 -1.390
C -3.367 -0.089 -2.296
C -3.827 -0.693 -3.689
C -4.184 1.163 -2.001
C -3.554 -1.253 -1.320
H -1.067 1.975 3.244
H -0.023 2.347 1.818
H 0.241 3.104 3.415
H 1.238 1.364 4.323
H -0.230 -0.636 2.729
H -0.700 -0.220 4.331
H 0.868 -1.060 4.016
H 3.409 1.350 4.128
H 5.544 0.991 2.921
H 5.507 -0.360 0.875
H 4.240 -2.170 -0.024
H 2.062 -3.027 0.218
H 2.368 -2.953 -1.501
H 1.362 -1.720 -0.777
H 3.254 -0.396 -2.304
H 4.366 -1.826 -2.395
H 4.871 -0.169 -1.596
H 2.258 0.979 -1.394
H 0.935 1.050 -4.003
H -1.680 1.114 -4.592
H -3.836 0.150 -4.431
H -4.826 -1.123 -3.632
H -3.105 -1.429 -4.042
H -4.001 1.914 -2.820
H -3.912 1.602 -1.036
H -5.281 0.921 -2.016
H -2.644 -1.905 -1.139
H -4.334 -1.940 -1.622
H -3.881 -0.928 -0.286
*
```



Number 1: lowest unoccupied orbital energy 0.68 eV, DFT total energy -1446.55663 hartree. Number 2: lowest unoccupied orbital energy 4.74 eV, DFT total energy -1761.90888 hartree.